1.
A cluster of 30 separate species, C25H105Br2IN2O35S2 in total at a distorted geometry, computed with ωB97M-V with the def2-TZVPD basis set.

XYZ file:
```
172
Properties=species:S:1:pos:R:3:forces:R:3
C -6.990367 -0.880393 2.647938 0.27 -0.07 -0.36
C -5.596231 -0.399697 3.266220 0.02 0.12 0.89
C -4.426102 -1.488375 3.209443 -0.59 -0.16 -0.05
C -4.214124 -2.169470 1.772131 -0.01 -1.22 0.52
N -2.981064 -1.722115 1.073689 -0.80 0.78 -0.39
C -3.146279 -0.335482 0.493224 -1.47 -2.69 0.11
O -2.276248 0.503122 1.236719 -0.74 1.20 -1.83
C -1.718053 1.641026 0.528395 0.14 0.59 1.12
C -2.668543 2.298838 -0.558269 -0.36 0.64 -1.28
C -4.053405 2.886807 -0.033976 -1.99 -1.62 1.85
O -4.919057 2.318707 0.642371 3.25 1.46 -2.29
I -4.590362 4.957435 -0.608734 0.33 -0.76 -0.10
C -1.468877 2.673273 1.775201 0.75 -1.69 0.67
Br -1.367489 4.578881 1.282153 0.56 -0.78 -0.85
C -2.466499 2.423176 3.015220 0.41 0.03 0.89
C -1.787942 1.488286 4.153582 0.24 0.07 -1.56
Br -2.692410 4.223124 3.924740 -0.62 -1.09 0.69
C -0.255415 1.150146 -0.041545 -0.68 0.40 -1.94
C -0.360126 0.403425 -1.474986 1.35 -0.33 -0.39
C -0.528303 -1.174845 -1.452600 -1.40 -0.98 -1.25
C -1.543072 -1.552191 -2.677001 0.38 0.44 0.09
S -2.425116 -3.190135 -2.382370 -0.59 0.64 0.03
C 0.777012 2.343499 -0.280332 0.99 0.62 0.36
C 0.491937 3.316701 -1.498579 -0.12 0.00 -0.20
O 1.778461 4.016348 -1.749620 -1.45 1.94 -0.40
C 1.422370 5.309490 -2.205165 -0.55 2.22 -2.58
O 1.223199 5.582623 -3.421026 0.82 -1.94 3.88
C 1.270043 6.552963 -1.186868 1.44 -0.33 0.21
C 2.557493 6.656296 -0.206048 -0.82 -0.30 1.04
O 0.114410 0.157051 0.914143 1.06 1.04 -0.48
C 1.434934 -0.119920 1.246063 1.93 -1.66 3.69
S 2.588246 -0.727814 -0.117522 0.03 0.26 -0.64
C 1.321263 -1.466197 2.188999 -0.11 0.26 -0.26
N 0.696204 -2.589818 1.441842 0.26 -0.04 0.47
C 2.186664 0.901019 2.265811 1.04 0.01 -0.35
O 3.239196 1.655995 1.582779 -0.65 -0.68 1.26
C 3.989984 2.462968 2.525644 -0.25 1.51 -0.98
C 3.189522 3.878093 2.643245 0.74 -0.64 1.05
H -7.021167 -0.813499 1.499115 0.06 0.06 1.84
H -7.836914 -0.233779 3.064543 1.21 -1.04 -0.72
H -7.188432 -1.982394 2.891038 0.30 1.52 -0.07
H -5.791200 -0.192078 4.384994 0.38 -0.27 -1.64
H -5.234834 0.611249 2.844233 -0.67 -1.57 0.32
H -3.444990 -1.041120 3.599146 -1.33 -0.55 -0.71
H -4.708841 -2.329277 3.944867 0.34 1.27 -1.05
H -4.079288 -3.299440 1.968086 -0.17 1.63 -0.43
H -5.126568 -2.090615 1.082358 0.94 0.08 1.16
H -2.774738 -2.398846 0.328111 -0.02 0.50 0.38
H -4.276167 -0.131454 0.631113 1.80 0.56 -0.06
H -2.985430 -0.416349 -0.627846 0.36 0.52 1.33
H -2.171226 3.183082 -1.104172 -0.51 -1.47 1.11
H -2.951280 1.585496 -1.421975 0.27 0.92 1.51
H -0.422939 2.382459 2.164080 -1.63 0.72 -0.53
H -3.517908 2.102736 2.748344 1.49 0.42 0.15
H -2.467362 1.316864 5.044742 0.85 0.21 -1.26
H -0.819415 2.010946 4.445883 -1.26 -0.68 -0.09
H -1.491597 0.495621 3.649711 -0.58 1.38 0.81
H 0.660377 0.596706 -1.983695 -1.57 -0.24 0.71
H -1.126852 0.837282 -2.190069 0.81 -0.28 1.09
H -0.977749 -1.638402 -0.524878 0.85 0.98 -0.77
H 0.430182 -1.765006 -1.686347 -1.33 1.22 0.69
H -0.915592 -1.700750 -3.622885 -1.15 0.30 1.26
H -2.370307 -0.781324 -2.814358 1.17 -0.92 0.08
H -3.790795 -2.866936 -2.343608 1.48 0.08 -0.05
H 0.962852 3.004494 0.645669 -0.51 -1.04 -1.39
H 1.828699 1.921636 -0.504763 -1.77 0.32 0.36
H 0.223697 2.825090 -2.487160 0.21 0.26 1.37
H -0.267669 4.142332 -1.309340 0.68 -1.31 0.14
H 0.322821 6.458060 -0.562664 1.16 -0.04 -0.96
H 1.256212 7.521835 -1.804837 -0.38 -1.80 0.71
H 3.106473 5.655253 -0.100091 -0.73 1.60 -0.37
H 2.164644 6.897833 0.850920 0.65 -0.34 -1.54
H 3.260243 7.505276 -0.479314 -0.87 -1.30 0.06
H 3.901904 -0.632736 0.317687 -1.21 0.30 0.35
H 0.688828 -1.193887 3.112166 0.93 -0.46 -1.39
H 2.367265 -1.785131 2.510207 -1.33 0.94 -0.21
H 1.418526 -3.135201 0.946531 -0.54 0.55 0.40
H 0.242661 -3.240264 2.095476 0.27 0.46 -0.29
H 1.464890 1.586052 2.820644 0.56 -0.74 -0.89
H 2.746137 0.306935 3.083304 -1.12 0.53 -1.22
H 5.022399 2.648711 2.060013 -1.59 -0.43 0.86
H 4.110039 1.939243 3.529668 -0.22 0.61 -1.22
H 3.283443 4.188689 3.738904 -0.41 -0.09 -1.45
H 2.085950 3.712675 2.374053 1.64 0.39 0.43
H 3.660818 4.698053 2.007335 -0.72 -1.26 0.67
O 5.166062 8.038247 -2.114689 0.02 -0.17 -0.17
H 4.836651 7.239658 -2.546547 -0.02 0.09 0.07
H 5.478837 8.586134 -2.844790 0.02 -0.01 0.14
O 0.384003 -5.386580 -2.235373 -0.11 0.33 0.33
H -0.230945 -4.705497 -1.919827 0.02 -0.33 -0.08
H 0.779596 -5.733620 -1.423946 -0.01 -0.04 -0.07
O -8.443081 1.107240 1.036103 -0.01 0.51 -0.19
H -9.089433 1.592926 0.502422 -0.08 -0.20 -0.07
H -7.762447 1.762906 1.234977 -0.01 -0.15 0.04
O -10.507671 1.757876 -1.020191 0.02 0.04 -0.26
H -10.814775 0.933229 -1.416218 0.04 0.03 0.16
H -10.238562 2.294390 -1.775574 -0.04 0.00 0.13
O 1.976261 -2.999151 4.606522 0.01 -0.08 0.26
H 1.083093 -3.208706 4.911182 0.09 -0.12 -0.01
H 2.529659 -3.162397 5.379784 -0.10 -0.04 -0.09
O 7.261341 3.044895 2.677227 0.13 0.32 -0.16
H 7.231173 3.726461 3.361894 0.00 -0.27 0.16
H 7.534323 3.521958 1.883656 -0.07 -0.10 0.04
O -1.943863 -3.462296 4.135217 0.04 0.02 -0.02
H -2.040488 -2.693284 3.556826 0.05 -0.05 -0.04
H -2.802023 -3.900231 4.086118 0.13 -0.01 0.04
O 5.549415 6.115598 0.555909 0.25 0.12 0.05
H 5.527327 6.782331 1.252658 -0.01 -0.08 -0.08
H 5.851329 6.602142 -0.223585 -0.10 0.00 0.06
O 0.886103 3.162247 -5.209878 -0.10 -0.13 -0.05
H 0.867628 3.851660 -4.529988 0.16 0.18 -0.04
H 1.189613 3.622257 -6.000891 -0.02 -0.06 0.11
O 1.493704 -6.563393 -4.783235 -0.08 0.05 0.09
H 1.193871 -6.491130 -3.867743 -0.03 0.05 -0.19
H 0.906046 -5.972346 -5.269295 0.09 -0.09 0.00
O -3.758530 -5.419325 -4.564608 0.05 -0.14 0.29
H -3.266473 -4.851875 -3.954260 0.05 0.01 -0.23
H -3.755578 -6.284178 -4.134942 -0.05 0.04 -0.13
O 0.264146 -0.038353 -6.317694 -0.21 0.24 0.08
H 0.246639 0.651064 -5.640227 0.15 0.00 -0.03
H 0.569385 0.422061 -7.110920 0.21 -0.05 0.13
O -0.107413 -2.038472 -8.820547 0.21 -0.14 -0.09
H -0.124563 -1.352927 -8.144361 -0.08 -0.17 -0.07
H 0.194661 -1.577713 -9.611051 -0.12 -0.02 0.12
O 2.133937 -5.417420 1.288885 0.00 -0.07 0.13
H 2.621455 -4.842902 1.893370 -0.10 -0.02 -0.03
H 2.139091 -6.276176 1.730279 -0.04 0.05 -0.11
O 6.324977 -0.789076 -0.936991 -0.26 0.16 0.32
H 5.694038 -0.290535 -1.475446 0.16 -0.17 -0.23
H 7.005132 -0.138776 -0.711290 0.07 -0.19 -0.29
O -5.126711 0.925197 -2.833179 0.01 0.15 0.28
H -5.430727 1.001305 -1.918874 -0.06 -0.08 -0.10
H -5.724080 1.500166 -3.326442 0.11 -0.09 -0.02
O -0.978060 -6.053888 0.631223 0.10 0.33 -0.15
H -1.598676 -5.548025 0.091917 -0.01 -0.12 0.08
H -0.286892 -5.414550 0.854005 0.02 -0.13 0.14
O -0.887438 0.740882 -8.684902 -0.25 0.56 0.07
H -1.185256 0.830629 -7.769528 -0.07 -0.17 -0.08
H -1.461030 1.340379 -9.177153 0.13 -0.13 -0.08
O -2.926137 -6.782873 -7.001241 0.14 0.16 -0.11
H -2.959249 -6.110579 -6.304910 -0.16 -0.02 0.02
H -2.640582 -6.295857 -7.782781 -0.03 -0.10 0.09
O 9.096472 -0.012402 -1.032912 0.20 -0.02 0.27
H 9.268760 -0.363461 -0.149962 0.09 0.02 -0.11
H 9.630004 -0.568909 -1.612889 -0.17 0.04 0.00
O 4.301661 0.920307 -2.430277 0.00 0.15 0.17
H 4.003559 0.981796 -1.512022 -0.20 0.04 -0.07
H 3.702761 1.503967 -2.911687 0.13 -0.07 -0.04
O -0.331632 -5.074784 6.466605 0.05 0.19 0.03
H -0.604437 -4.997881 7.388889 -0.03 0.03 -0.12
H -0.949097 -4.500957 5.992154 -0.05 -0.10 -0.06
O -2.553444 -2.408537 -5.890677 0.01 0.23 0.18
H -2.414147 -2.587224 -4.951382 -0.03 -0.10 -0.19
H -1.942398 -1.686518 -6.085318 0.06 -0.17 -0.07
O -3.036909 -5.633562 7.607875 -0.08 -0.24 0.12
H -2.607044 -6.479101 7.427790 0.02 0.14 -0.10
H -3.825695 -5.873492 8.109000 0.08 0.12 -0.04
O 7.168232 3.513806 5.707720 0.09 0.07 0.21
H 7.659418 4.092909 6.302756 -0.08 -0.03 -0.10
H 7.184155 2.656523 6.149494 -0.03 0.05 -0.18
O 0.845827 -3.061981 -3.921391 -0.09 0.08 0.17
H 1.342741 -2.491660 -3.323040 0.17 -0.10 -0.21
H 0.836028 -3.920387 -3.473158 0.24 -0.09 -0.11
O 8.366697 -3.321516 0.119581 -0.21 0.09 0.04
H 8.069765 -3.259160 1.035595 0.05 -0.05 -0.09
H 7.764598 -2.735924 -0.362078 -0.03 0.05 -0.06
O -2.559715 2.321167 7.202432 0.12 0.22 0.03
H -2.609840 2.988296 7.897262 -0.04 -0.13 -0.05
H -2.272992 2.815267 6.422744 -0.10 0.03 0.08
O 6.979267 -6.228594 -0.330615 -0.13 0.24 0.02
H 6.064943 -5.995586 -0.530070 0.11 -0.09 -0.02
H 7.445779 -5.380703 -0.345514 0.08 -0.04 0.02
```
Positions in Å, forces in eV/Å.

The value obtained for the gap between HOMO and LUMO is 8.80 eV. The energy above the lowest of the compared OMol25 structures with the same formula, charge and spin is 547.16 kJ/mol. The total charge is 0. The HOMO energy comes out at -0.339 Ha.

=====

2.
A structure of composition C25H11Cl52IO2 at a distorted geometry, computed with ωB97M-V with the def2-TZVPD basis set.

XYZ file:
```
91
Properties=species:S:1:pos:R:3:forces:R:3
C -4.539828 -0.361759 -2.192887 -0.20 0.06 0.08
C -4.653507 -0.782380 -1.075778 -0.36 -0.28 -0.11
C -4.939944 -1.334579 0.259374 0.92 0.36 -0.14
C -3.680009 -1.952331 0.843884 0.08 0.25 0.35
C -3.101275 -3.055022 0.384542 -0.02 -0.02 -0.03
C -1.823848 -3.524555 1.018628 0.20 0.29 -0.15
O -1.569676 -4.686111 1.220104 -0.02 -0.03 -0.23
C -0.902554 -2.406776 1.403686 -0.62 0.02 -0.17
C -1.465550 -1.296286 1.876722 0.56 0.09 0.19
C -0.654297 -0.072967 2.248492 -0.59 0.19 -0.35
C -0.260840 0.651321 0.935045 -0.80 -0.63 0.13
C -1.534420 1.138563 0.227965 0.17 -0.25 0.14
I -1.131368 2.758225 -1.112199 -0.17 -0.20 0.01
C -2.964691 -1.272045 1.996237 0.21 -0.25 -0.37
O -3.519619 -0.781923 2.949126 -0.24 0.28 -0.19
H -4.578952 0.038715 -3.178062 0.26 0.00 0.01
H -5.245322 -0.487709 0.874491 -0.28 -0.27 0.25
H -5.725071 -2.082993 0.192833 -0.17 0.11 0.05
H -3.515427 -3.599447 -0.457418 0.00 -0.26 0.18
H 0.167272 -2.501856 1.267998 -0.11 -0.24 0.20
H -1.294461 0.588102 2.837098 0.21 0.01 0.20
H 0.224301 -0.344379 2.830080 0.04 -0.03 -0.01
H 0.445736 1.452640 1.119264 0.09 0.03 0.03
H 0.160371 -0.125962 0.294813 0.43 0.37 -0.11
H -1.964757 0.340159 -0.375139 0.03 0.10 -0.15
H -2.308463 1.434614 0.935319 0.12 0.42 -0.05
C 1.669914 4.883328 2.817232 0.02 0.02 0.04
Cl 1.254905 6.592342 2.950833 0.03 -0.03 0.03
Cl 0.904906 4.212159 1.370351 0.13 0.02 0.13
Cl 3.438113 4.705603 2.737125 -0.22 -0.10 0.10
Cl 1.075864 4.028877 4.246442 -0.01 -0.04 0.00
C 3.463454 6.794720 -1.631788 -0.07 -0.09 0.02
Cl 2.893301 5.460283 -2.644409 0.09 0.21 0.01
Cl 3.476494 6.230148 0.040125 0.13 0.23 -0.14
Cl 5.097697 7.249694 -2.122585 -0.02 0.02 0.00
Cl 2.385630 8.186867 -1.794466 0.03 -0.08 0.01
C 3.368696 -2.618064 1.348744 0.03 -0.08 0.00
Cl 4.889694 -2.198071 2.146814 -0.02 0.00 0.00
Cl 3.691455 -3.701937 -0.008187 -0.09 0.29 0.18
Cl 2.296395 -3.417836 2.499574 -0.01 0.01 -0.18
Cl 2.597310 -1.141458 0.747386 0.12 -0.04 0.01
C 3.038773 -4.205307 6.717351 0.02 -0.01 0.01
Cl 2.232981 -5.758367 6.470878 0.00 0.01 0.00
Cl 1.825547 -2.955513 7.018110 0.00 0.00 0.00
Cl 4.125908 -4.317959 8.105833 -0.02 0.00 -0.02
Cl 3.958856 -3.788176 5.269779 0.13 -0.03 0.24
C -1.012569 9.246158 5.578214 -0.03 -0.06 -0.04
Cl -1.821683 7.694027 5.351106 0.19 0.01 -0.37
Cl -2.213141 10.539997 5.612881 0.02 -0.02 0.02
Cl -0.111990 9.233261 7.101607 -0.02 -0.01 -0.01
Cl 0.114124 9.520285 4.244539 0.00 0.11 -0.01
C 2.718544 1.282787 -4.208038 -0.01 0.02 0.11
Cl 1.648686 0.065184 -3.508361 -0.03 -0.01 0.03
Cl 4.259597 1.276385 -3.351750 -0.09 0.08 0.08
Cl 2.981965 0.905230 -5.913288 0.17 0.15 0.00
Cl 1.977394 2.881931 -4.060459 -0.14 -0.24 -0.17
C -0.078420 -2.606804 -6.362088 -0.09 0.04 -0.05
Cl -1.098232 -1.834084 -5.140836 -0.03 0.00 0.00
Cl 0.889583 -1.377439 -7.177912 -0.13 -0.27 0.07
Cl 0.988175 -3.776920 -5.576772 -0.97 0.30 -0.38
Cl -1.098831 -3.436274 -7.541962 0.01 0.01 0.01
C -4.667228 7.252380 8.435181 0.00 0.01 0.00
Cl -5.691428 8.330093 7.479653 0.00 0.00 0.00
Cl -2.987396 7.772345 8.296104 -0.16 0.01 0.42
Cl -5.175566 7.302286 10.127381 0.01 0.00 -0.04
Cl -4.820551 5.600863 7.822738 0.00 0.01 0.00
C -1.069759 0.490486 -9.998031 0.00 -0.06 0.02
Cl 0.233568 1.242876 -9.073649 0.02 0.21 -0.10
Cl -0.473353 -0.989177 -10.756957 -0.01 0.01 0.01
Cl -2.403350 0.095578 -8.908011 0.01 -0.01 0.00
Cl -1.633280 1.608571 -11.243175 0.01 -0.01 0.02
C 4.601114 -5.505573 -3.999769 0.11 -0.03 0.01
Cl 3.374011 -4.423258 -4.663602 0.97 -0.29 0.38
Cl 6.207521 -4.904819 -4.415266 0.01 0.04 0.01
Cl 4.434519 -5.565819 -2.238097 0.15 -0.20 -0.17
Cl 4.384797 -7.127076 -4.661656 -0.03 0.02 0.01
C 8.077291 -0.618262 -4.327448 -0.04 0.01 0.01
Cl 9.117045 -1.788514 -5.146795 -0.01 -0.01 0.01
Cl 8.764067 1.000821 -4.496382 0.00 -0.01 0.00
Cl 6.465090 -0.648165 -5.044651 0.10 -0.12 -0.09
Cl 7.960335 -1.030080 -2.612013 -0.01 -0.01 -0.01
C -8.008399 -2.586645 2.688529 0.02 -0.04 0.11
Cl -6.400913 -2.108494 3.242161 -0.06 0.04 -0.04
Cl -9.190850 -2.264718 3.960043 0.01 -0.01 -0.01
Cl -8.443262 -1.663413 1.242623 0.00 0.01 0.00
Cl -8.009390 -4.311389 2.303108 0.00 0.01 -0.02
C 0.237522 -7.769984 -0.298887 -0.03 0.02 0.08
Cl -0.982349 -6.985771 -1.309221 -0.01 -0.01 -0.01
Cl -0.031637 -7.349224 1.390362 0.09 -0.10 -0.06
Cl 0.124632 -9.523740 -0.499878 0.01 0.01 -0.02
Cl 1.841957 -7.223426 -0.804803 -0.03 -0.01 0.00
```
Positions in Å, forces in eV/Å.

The value obtained for the gap between HOMO and LUMO is 8.60 eV. The total charge is 0. The HOMO energy comes out at -0.353 Ha.